A molecular structure, C35H37CdClO4P2 in a non-equilibrium geometry. Source: OMol25; level of theory: ωB97M-V/def2-TZVPD.

Cartesian coordinates (Å):
Cd -4.1692 -2.7913 -0.3206
C -3.5101 -3.4473 4.8322
C -2.9106 -2.2837 4.5551
C -1.4338 -2.0171 4.6490
C -0.5399 -2.5196 3.4845
C -0.4022 -4.0187 3.2763
C -1.1249 -4.9463 3.9329
C -1.4847 -4.8655 5.3916
C -2.9877 -4.6103 5.6017
C -3.0337 -4.6286 -0.1666
H -4.5375 -3.5589 4.5239
H -3.5501 -1.4123 4.3478
H -1.0207 -2.3381 5.6119
H -1.3541 -0.9239 4.6588
H -0.9696 -2.0519 2.5799
H 0.4815 -2.1411 3.6302
H 0.1277 -4.3138 2.3470
H -1.4768 -5.8698 3.4560
H -0.9184 -4.0597 5.8607
H -1.2183 -5.8056 5.9008
H -3.5588 -5.5240 5.3599
H -3.1921 -4.4468 6.6698
H -3.7271 -5.4705 -0.3301
H -2.5216 -4.8911 0.7654
H -2.3041 -4.5694 -0.9886
P 0.0456 3.2578 -1.9525
P 2.1485 1.2717 -3.1809
C 1.7161 3.2082 -1.2760
C 2.6286 2.3610 -1.8288
C -0.1515 5.0985 -2.0613
C 0.6012 6.0042 -1.2972
C 0.3982 7.3816 -1.4214
C -0.5617 7.8712 -2.3104
C -1.2860 6.9766 -3.1109
C -1.0715 5.6013 -3.0046
C -0.9445 2.7439 -0.4864
C -0.8808 1.4018 -0.0581
C -1.5912 1.0043 1.0783
C -2.2972 1.9514 1.8361
C -2.3619 3.2796 1.3988
C -1.7403 3.6619 0.2070
C 3.6476 1.6534 -4.2516
C 3.7597 2.9327 -4.8309
C 4.8937 3.2645 -5.5794
C 5.9488 2.3503 -5.7080
C 5.8455 1.0911 -5.1119
C 4.6804 0.7280 -4.4295
C 2.6642 -0.3118 -2.4084
C 2.2512 -1.4919 -3.0580
C 2.6599 -2.7335 -2.5675
C 3.4795 -2.8099 -1.4300
C 3.8842 -1.6377 -0.7873
C 3.4370 -0.3945 -1.2423
H 2.0015 3.8745 -0.4478
H 3.6736 2.3260 -1.4826
H 1.3578 5.6580 -0.5987
H 0.9949 8.0650 -0.8149
H -0.7424 8.9446 -2.3771
H -2.0214 7.3589 -3.8193
H -1.6146 4.9059 -3.6485
H -0.2791 0.6800 -0.6169
H -1.5920 -0.0448 1.3833
H -2.7898 1.6525 2.7646
H -2.9039 4.0224 1.9830
H -1.8616 4.6768 -0.1741
H 2.9692 3.6710 -4.6844
H 4.9640 4.2407 -6.0590
H 6.8483 2.6214 -6.2645
H 6.6711 0.3836 -5.1717
H 4.5931 -0.2740 -4.0091
H 1.6183 -1.4262 -3.9457
H 2.3446 -3.6446 -3.0748
H 3.7987 -3.7800 -1.0449
H 4.5476 -1.6746 0.0788
H 3.7093 0.4943 -0.6771
O -5.8481 -6.2730 1.8951
Cl -5.3497 -5.0118 2.3946
O -5.9949 -4.6699 3.6537
O -3.8992 -5.0661 2.6032
O -5.6624 -3.9209 1.3989

Largest force on an atom   1.9 eV Å⁻¹
HOMO energy   -0.29340 hartree
Orbital gap   4.94 eV
Energy above the lowest of the compared OMol25 structures with the same formula, charge and spin   54.49 kcal/mol